This record from the Open Molecules 2025 dataset describes a molecular structure, C21H16CrN6O3SbSe4 in a non-equilibrium geometry. The level of theory is ωB97M-V/def2-TZVPD.

Values from the calculation:
- 2S+1 = 4
- electronic energy (eV) = -333466.6040
- HOMO energy (spin up / spin down) (Eh) = -0.0243 / -0.0276
- energy relative to the best compared isomer or geometry (same formula, charge and spin) (kJ/mol) = 131.95
- orbital gap (spin up / spin down) (hartree) = 0.153 / 0.151
- total charge = -2

XYZ file:
```
52
Properties=species:S:1:pos:R:3:forces:R:3
Cr 0.6102 0.3911 -0.7223 -1.73 -2.42 4.70
C 1.1001 -3.6865 0.3703 -0.03 -0.08 -0.10
C -0.2642 -4.0501 0.5795 0.16 0.00 0.00
C -1.2710 -3.3115 0.0834 -0.22 0.27 0.08
C -0.9745 -2.1119 -0.7881 0.44 -0.04 -0.21
N 0.4176 -1.6174 -0.6687 -0.79 -0.30 -0.16
C 1.3482 -2.4617 -0.1964 -0.51 -0.19 -0.13
C -1.9324 -0.9410 -0.5071 0.62 -0.30 -0.11
C -3.3015 -1.0511 -0.3842 -0.52 0.27 0.03
C -4.0397 0.1053 -0.1326 0.02 -0.59 -0.12
C -3.4019 1.3209 -0.0175 0.43 0.65 0.09
C -2.0174 1.3739 -0.1751 -0.42 -0.68 -0.17
N -1.3305 0.2440 -0.4176 -1.43 0.33 0.09
C -1.1592 2.5611 -0.0321 0.49 0.68 0.13
C -1.6310 3.8495 0.2069 -0.50 -0.68 -0.20
C -0.7376 4.8636 0.4742 0.23 0.28 0.07
C 0.6095 4.5675 0.5323 -0.15 0.21 0.10
C 1.0177 3.2820 0.2369 0.18 -0.25 -0.35
N 0.1715 2.3040 -0.0799 -1.00 0.83 0.12
H 1.9138 -4.2871 0.7528 -0.04 0.05 -0.01
H -0.4941 -4.9223 1.1873 -0.04 0.04 -0.05
H -2.3109 -3.5616 0.2583 0.06 -0.02 0.06
H 2.3549 -2.0939 -0.2590 0.28 0.28 0.02
H -3.7837 -2.0123 -0.5047 0.04 0.04 0.05
H -5.1173 0.0465 -0.0311 0.04 0.01 0.01
H -3.9540 2.2278 0.1983 -0.01 -0.10 -0.04
H -2.6967 4.0396 0.1585 0.07 0.03 0.07
H -1.0895 5.8764 0.6381 0.00 -0.08 0.00
H 1.3469 5.3253 0.7616 -0.02 -0.08 -0.02
H 2.0552 3.0006 0.2147 0.30 -0.08 -0.13
Se 1.9088 3.2904 -3.4187 -0.37 -0.02 0.43
Sb 0.8562 1.0806 -2.9414 1.55 2.58 -3.94
Se 2.7299 0.6209 -1.0303 3.65 -0.01 -0.86
Se -0.8996 1.5622 -5.0226 -1.96 0.67 0.12
Se 0.9435 0.2739 -5.3216 1.32 -1.39 -0.19
N -0.4275 0.9908 2.8900 -0.02 0.36 0.41
C 0.8441 0.6680 2.4680 0.20 0.13 0.58
O 0.9785 0.1112 1.3753 0.16 -0.36 -0.20
C 1.9235 0.9519 3.3692 -0.04 0.20 0.20
C 3.2578 0.5184 3.1206 -0.01 -0.14 0.00
N 4.3479 0.1483 2.9917 -0.41 0.21 0.06
C 1.6635 1.6751 4.5669 0.07 -0.05 -0.16
N 1.4087 2.2930 5.5179 0.02 -0.23 -0.29
H -0.5219 1.6786 3.6215 -0.03 -0.06 0.01
H -1.1301 1.0014 2.1769 -0.10 -0.05 -0.15
C -2.5039 -3.6676 -3.8522 -0.01 0.07 0.14
O -2.2146 -3.3434 -2.4875 -0.14 0.02 0.04
C -1.2208 -2.4338 -2.3032 -0.11 -0.10 0.10
O -0.6330 -1.9272 -3.2071 0.18 0.03 -0.12
H -3.5659 -3.9030 -3.9018 0.02 -0.03 0.04
H -1.9179 -4.5356 -4.1528 0.04 -0.01 0.00
H -2.2669 -2.8321 -4.5035 0.02 0.08 -0.05
```
Positions in Å, forces in eV/Å.